Record 1
Formula: C21H21N5O3
Source: the OMol25 dataset
Level of theory: wB97M-V/def2-TZVPD

Summary:
Frontier orbital gap = 8.1297 eV
Relative energy (zero: lowest compared OMol25 entry of this formula, charge and spin) = 474.0 kcal per mole
Total energy = -1311.68286 hartree
Charge = 0

CARTESIAN COORDINATES (ANGSTROEM)
1 C -7.89 0.54 0.04
2 H 5.64 -0.75 2.58
3 C -1.41 -1.87 -0.40
4 C 4.70 1.19 1.44
5 H 0.45 3.05 -1.34
6 N 3.81 -1.20 1.46
7 N 1.90 -3.22 -0.57
8 C -7.76 -0.73 0.12
9 C -3.17 1.32 -0.08
10 C -4.05 -0.97 -0.07
11 C 2.21 1.82 -0.47
12 C 4.23 1.30 -1.03
13 C -6.50 -1.47 0.18
14 C -5.47 -0.64 0.14
15 H -8.79 -1.31 0.33
16 C 5.53 1.24 -1.57
17 H 5.67 0.17 -1.60
18 N 2.79 1.70 0.67
19 H 5.77 1.46 1.35
20 C 5.07 -0.44 1.48
21 O -1.62 -0.64 -0.19
22 H -4.11 -2.13 0.20
23 H 6.27 1.87 -0.82
24 C -3.00 -0.46 -0.11
25 H -1.90 -2.55 0.79
26 H -6.34 -2.58 0.27
27 C 2.95 1.67 -1.45
28 H -8.84 1.10 0.23
29 H -2.31 1.76 -0.35
30 H -1.89 -2.70 -1.00
31 C -0.04 -2.10 -0.04
32 H -4.63 2.73 0.21
33 H 2.98 -0.90 1.85
34 C 1.09 -1.30 0.33
35 H 2.75 1.75 -2.38
36 N -6.79 1.39 0.11
37 O 0.54 -3.31 -0.85
38 H 4.30 1.50 2.48
39 H 5.88 -0.83 0.88
40 H 5.64 1.58 -2.46
41 N 3.99 1.38 0.42
42 H 0.32 2.17 0.44
43 H 0.97 -0.41 0.92
44 C 3.70 -1.89 0.17
45 O 4.50 -1.91 -0.63
46 C -4.50 1.58 -0.05
47 C 2.36 -2.04 -0.15
48 C -5.62 0.67 0.00
49 C 0.65 2.10 -0.50
50 H -0.05 1.30 -0.96

Here are the Mulliken charges for atoms 1 to 4, given in e:
1. C -0.2907
2. H 0.2877
3. C -0.9605
4. C -0.6110


Record 2
Formula: C21H21N5OS
Source: the OMol25 dataset
Level of theory: wB97M-V/def2-TZVPD

Summary:
Frontier orbital gap = 8.3066 eV
Relative energy (zero: lowest compared OMol25 entry of this formula, charge and spin) = 480.2 kcal per mole
Total energy = -1559.31051 hartree
Charge = 0

CARTESIAN COORDINATES (ANGSTROEM)
1 H -0.80 3.61 -1.16
2 C 0.68 2.69 0.19
3 C -0.25 -3.33 0.30
4 C -0.20 1.17 -2.99
5 H 0.24 -2.79 -0.52
6 C 1.28 -0.20 3.58
7 C 0.01 -3.37 1.70
8 C 0.73 -1.90 2.14
9 C -0.87 0.58 -0.82
10 N 1.91 -0.15 1.35
11 C -0.01 1.88 -5.31
12 N -0.63 1.67 -1.50
13 N -1.01 -5.63 0.90
14 C -0.09 2.12 -3.96
15 H 0.97 3.05 -1.95
16 C -0.07 0.29 -5.72
17 C 0.91 2.81 3.00
18 O -1.21 1.75 3.19
19 H -0.88 -4.70 -1.15
20 C -0.08 -0.63 -4.67
21 H 1.52 2.09 0.22
22 C -0.15 -4.34 2.61
23 C -0.28 2.30 2.38
24 C 0.46 -1.55 3.23
25 S 2.51 1.96 2.66
26 C -0.91 -4.77 0.05
27 H -1.85 0.57 1.28
28 H -2.41 1.90 0.37
29 H 0.75 0.32 4.63
30 H -0.03 -1.54 -4.97
31 C -1.32 1.33 0.59
32 C -0.76 -5.30 2.19
33 H 0.98 4.00 2.74
34 H -1.07 -6.06 2.73
35 H -0.46 -0.96 -2.68
36 C -0.17 0.02 -3.31
37 H -0.02 -3.98 3.51
38 H 1.23 3.74 0.61
39 H 0.68 2.96 4.31
40 C -0.02 2.89 -1.05
41 C 1.93 0.41 2.60
42 H -0.19 -0.07 -0.35
43 H -0.06 -1.97 4.11
44 H -1.88 -0.04 -1.01
45 H -0.01 0.21 -6.61
46 H 0.06 2.75 -6.00
47 N -0.34 2.14 0.98
48 H -0.28 3.27 -3.66
49 N 1.46 -1.20 1.23

Here are the Mulliken charges for atoms 1 to 4, given in e:
1. H 0.1983
2. C -0.7210
3. C -0.6652
4. C 0.1238


Record 3
Formula: C21H21N7O2S3
Source: the OMol25 dataset
Level of theory: wB97M-V/def2-TZVPD

Summary:
Frontier orbital gap = 8.4901 eV
SMILES = COc1ccc(-n2c(CSc3nc(C)cc(C)n3)nnc2SCC(=O)Nc2nccs2)cc1
Total energy = -2541.21366 hartree
Charge = 0

CARTESIAN COORDINATES (ANGSTROEM)
1 C -3.82 0.78 -1.13
2 H -5.05 -2.65 2.38
3 C 7.20 2.48 1.19
4 H 4.51 -3.55 -1.00
5 C 2.25 -0.71 -1.09
6 C -4.72 1.88 2.37
7 C 1.15 1.05 -1.67
8 N -2.77 2.12 0.98
9 H -1.88 -0.87 2.39
10 C 0.06 2.02 -1.85
11 H 8.48 1.21 2.40
12 H -4.84 -0.85 -2.04
13 C -2.51 -1.79 0.54
14 C -0.17 -0.74 -0.51
15 H -0.82 1.57 -2.32
16 C -1.02 -1.49 -1.32
17 O 6.02 -2.39 0.69
18 C -4.00 1.63 1.08
19 C -2.14 1.93 -0.16
20 H -3.55 -0.13 -3.03
21 C 7.69 1.31 1.68
22 H -5.09 0.71 -2.83
23 C -4.08 -2.16 2.30
24 H 7.51 3.48 1.42
25 C -4.57 0.93 0.03
26 N 7.11 0.18 1.20
27 H 0.18 0.04 1.45
28 H -4.18 -1.11 2.57
29 C 4.34 -2.47 -1.02
30 C -4.35 0.07 -2.34
31 O -3.70 -2.31 0.95
32 H -2.85 -2.60 -1.40
33 H -5.57 0.52 0.10
34 C -0.48 -0.54 0.83
35 H -5.19 2.86 2.32
36 N 3.08 0.12 -1.68
37 C -1.65 -1.06 1.35
38 N -2.60 1.29 -1.22
39 N 2.39 1.21 -2.03
40 H -3.37 -2.65 2.97
41 C 6.18 0.45 0.36
42 H 0.43 2.87 -2.42
43 N 5.39 -0.43 -0.32
44 S 2.62 -2.27 -0.43
45 H 4.70 -0.04 -0.97
46 H -5.49 1.13 2.54
47 S 5.93 2.18 0.07
48 H 4.38 -2.09 -2.04
49 C 5.35 -1.79 -0.10
50 N 1.00 -0.17 -1.05
51 S -0.54 2.64 -0.23
52 H -0.76 -1.65 -2.36
53 H -4.01 1.89 3.19
54 C -2.18 -2.01 -0.79

Here are the Mulliken charges for atoms 1 to 4, given in e:
1. C 0.7853
2. H 0.2439
3. C -0.2035
4. H 0.4174